{"formula": "C2H3N2PS", "method": "ωB97M-V/def2-TZVPD", "symbols": ["S", "P", "N", "N", "C", "C", "H", "H", "H"], "xyz": [[-2.470, 0.045, -0.119], [2.014, 0.908, 0.339], [-1.710, 1.244, -0.534], [-0.097, -1.046, 0.143], [0.752, -0.234, -0.084], [-1.368, -1.281, 0.227], [3.311, 0.700, -0.344], [-1.850, -2.174, 0.747], [1.418, 1.839, -0.375]], "homo_lumo_gap_ev": [7.44, 7.44], "e_lumo_ev": [-0.4, -0.4], "e_tot_ev": -25221.195}


{"formula": "C34H45As3I2N5NaO3S", "method": "ωB97M-V/def2-TZVPD", "symbols": ["I", "I", "As", "As", "As", "S", "Na", "O", "O", "O", "N", "N", "N", "N", "N", "C", "C", "C", "C", "C", "C", "C", "C", "C", "C", "C", "C", "C", "C", "C", "C", "C", "C", "C", "C", "C", "C", "C", "C", "C", "C", "C", "C", "C", "C", "C", "C", "C", "C", "H", "H", "H", "H", "H", "H", "H", "H", "H", "H", "H", "H", "H", "H", "H", "H", "H", "H", "H", "H", "H", "H", "H", "H", "H", "H", "H", "H", "H", "H", "H", "H", "H", "H", "H", "H", "H", "H", "H", "H", "H", "H", "H", "H", "H"], "xyz": [[4.774, 3.498, 5.743], [0.422, 7.565, 5.097], [1.275, 1.971, -3.761], [-0.992, -2.321, -4.948], [-1.226, 0.803, -1.470], [2.095, -6.620, -0.153], [0.193, -0.019, 3.777], [1.617, -0.173, 1.688], [2.253, 1.619, 5.052], [3.037, -0.928, 0.139], [0.440, -2.412, 4.020], [3.745, 0.644, 1.512], [-0.205, 2.196, 4.060], [3.454, 1.874, 2.137], [3.525, -4.762, -1.776], [-2.926, 0.949, -0.499], [0.090, -3.457, -3.782], [2.341, -2.158, -0.027], [-0.358, -3.956, 2.426], [-1.421, 2.396, 3.718], [-2.094, -0.858, 3.434], [-0.621, 1.938, -4.569], [-4.502, -1.247, 3.706], [-1.942, -2.260, 3.511], [2.827, 3.933, 5.130], [-1.150, 4.786, 3.934], [-2.145, 0.472, -3.244], [-3.395, -0.469, 3.633], [-0.197, -2.826, -6.637], [1.841, -4.192, 3.200], [1.932, 2.863, 4.850], [-0.562, -2.897, 3.305], [1.036, 3.733, -2.930], [2.680, -0.134, 1.146], [0.587, 3.254, 4.418], [-0.190, -0.515, -4.657], [-1.021, -1.097, -0.914], [-2.276, 0.389, -5.667], [1.003, 5.573, 4.889], [2.353, 5.247, 5.152], [-1.950, 3.700, 3.627], [0.163, 4.593, 4.391], [-4.296, -2.596, 3.785], [-1.281, 0.533, -4.506], [0.854, -4.614, 2.302], [2.202, 2.649, -5.370], [1.641, -3.065, 4.020], [-3.030, -3.102, 3.712], [2.896, -5.490, -1.125], [-2.697, 0.965, 0.528], [1.996, 4.034, -2.453], [-1.033, -1.162, 0.200], [1.155, -3.349, -4.028], [2.462, -2.671, 4.636], [1.117, -5.372, 1.606], [-0.154, -3.303, -2.711], [0.492, 3.692, -1.989], [3.117, 1.587, 3.050], [-2.880, 1.343, -5.794], [0.782, -2.381, -6.690], [-5.555, -0.775, 3.881], [-0.364, 2.173, -5.580], [0.415, -0.523, -3.721], [-3.547, 0.032, -0.696], [0.499, -0.227, -5.452], [1.351, -2.256, 0.509], [1.505, 2.844, -6.180], [0.665, 4.604, -3.594], [2.983, 1.844, -5.608], [-2.686, -0.491, -3.061], [-3.551, 0.584, 3.774], [-2.864, -4.170, 3.825], [2.726, 2.316, 1.647], [-0.168, -3.917, -6.828], [-0.232, -4.501, -3.950], [-0.021, -1.277, -1.307], [-5.124, -3.251, 3.960], [3.126, -2.916, 0.214], [3.030, 5.977, 5.477], [-1.960, 1.444, 3.366], [2.176, -2.328, -1.092], [-1.081, -4.279, 1.651], [-1.157, 2.769, -4.054], [2.812, -4.759, 3.275], [4.462, 0.661, 0.779], [-3.553, 1.728, -0.892], [-2.944, -0.508, -5.623], [-0.686, -2.272, -7.486], [2.655, 3.601, -5.124], [-1.465, 5.809, 3.964], [-1.754, -1.709, -1.425], [-2.789, 1.347, -3.196], [-2.958, 3.850, 3.318], [-1.795, 0.182, -6.598]], "total_charge": -2, "homo_lumo_gap_ev": 5.92, "e_lumo_ev": 3.2, "e_tot_ev": -263549.327}


{"formula": "C34H47BBr2N2NaO13P2S2", "method": "ωB97M-V/def2-TZVPD", "symbols": ["Br", "Br", "S", "S", "P", "P", "Na", "O", "O", "O", "O", "O", "O", "O", "O", "O", "O", "O", "O", "O", "N", "N", "C", "C", "C", "C", "C", "C", "C", "C", "C", "C", "C", "C", "C", "C", "C", "C", "C", "C", "C", "C", "C", "C", "C", "C", "C", "C", "C", "C", "C", "C", "C", "C", "C", "C", "B", "H", "H", "H", "H", "H", "H", "H", "H", "H", "H", "H", "H", "H", "H", "H", "H", "H", "H", "H", "H", "H", "H", "H", "H", "H", "H", "H", "H", "H", "H", "H", "H", "H", "H", "H", "H", "H", "H", "H", "H", "H", "H", "H", "H", "H", "H", "H"], "xyz": [[-1.806, -5.151, 1.121], [-3.957, -0.819, 2.053], [-8.310, -2.456, 3.514], [-2.784, -0.272, -4.609], [6.476, 3.956, -0.252], [4.002, 2.958, 1.870], [-5.449, 0.603, 0.889], [-1.691, 1.570, 3.098], [-7.419, -1.513, 4.153], [-2.788, 3.105, 2.374], [0.205, 1.719, -3.959], [0.743, 2.246, 1.485], [-8.027, -3.875, 3.471], [1.243, -2.708, 2.533], [-9.814, -2.234, 4.099], [7.197, 2.915, 0.944], [1.169, -3.783, 0.307], [-4.153, -3.698, -1.553], [-1.099, 3.591, 3.667], [-2.306, -4.347, -3.194], [5.839, 5.475, 0.484], [5.826, 3.268, -3.684], [7.118, 2.507, -3.481], [3.030, 4.433, 2.595], [-3.485, 2.155, -6.132], [-1.799, -2.214, -1.490], [4.773, 2.931, -2.652], [-0.403, -0.712, 2.378], [-2.318, -3.178, 1.120], [-8.632, -1.895, 1.861], [-0.626, -0.815, 0.757], [7.191, 1.085, -4.358], [-1.564, -2.056, 0.151], [3.407, -2.659, 0.791], [0.646, 1.235, -2.795], [-0.116, 0.129, -1.847], [1.861, -3.084, 1.245], [3.825, 1.364, 2.906], [-1.188, -1.180, -4.142], [-1.819, 2.799, 3.079], [3.664, 2.682, 0.011], [2.276, 2.037, -0.582], [-4.302, -3.778, 2.997], [2.088, 1.846, -2.218], [-3.435, -2.786, 2.022], [8.315, 0.154, -3.540], [3.348, 2.273, -3.223], [1.014, 1.580, 0.360], [0.098, 0.305, -0.198], [-10.156, -2.825, 5.345], [7.660, -0.571, -2.192], [-2.491, 0.850, -6.081], [-1.046, -1.107, -2.484], [-9.611, -2.016, 6.507], [4.888, 3.145, -1.031], [1.145, -1.242, 2.673], [-2.775, -3.438, -2.094], [6.577, 6.208, 0.271], [-4.460, -3.200, 4.019], [-3.782, -4.791, 3.268], [3.843, -3.377, -0.038], [4.134, -2.641, 1.708], [-7.690, -1.915, 1.308], [1.871, 4.395, 2.445], [9.091, 0.950, -3.105], [-4.645, -2.833, -1.436], [4.432, 0.479, 2.386], [-1.381, 1.206, -6.196], [-9.355, -2.565, 1.394], [3.307, -1.589, 0.270], [-4.091, 2.162, -7.157], [-11.249, -2.840, 5.403], [-0.261, -0.739, -4.704], [-9.815, -3.864, 5.391], [8.520, -0.941, -1.457], [4.358, 1.524, 3.953], [-5.366, -4.048, 2.556], [1.461, -0.895, 3.771], [-0.553, 0.382, 2.772], [-2.739, 0.205, -7.049], [2.721, 1.024, 3.091], [6.154, 0.536, -4.420], [3.267, 4.447, 3.764], [-3.151, -4.824, -3.497], [8.033, 3.178, -3.831], [7.133, 3.307, 1.870], [-9.886, -0.962, 6.411], [5.042, 5.743, -0.167], [6.923, -1.420, -2.517], [1.850, -0.642, 1.933], [3.204, 2.129, -4.394], [3.518, 5.431, 2.166], [5.446, 2.936, -4.616], [8.888, -0.589, -4.239], [7.019, 0.202, -1.551], [-1.308, -2.300, -4.533], [-2.793, 3.125, -6.131], [-1.191, -1.383, 2.948], [-8.518, -2.064, 6.539], [-9.017, -0.874, 1.902], [-9.994, -2.399, 7.458], [7.666, 1.256, -5.428], [7.346, 2.198, -2.375], [-4.236, 2.166, -5.228]], "total_charge": -1, "homo_lumo_gap_ev": 2.32, "e_lumo_ev": 0.5, "e_tot_ev": -251016.538}


{"formula": "C10H12BrNOS", "method": "ωB97M-V/def2-TZVPD", "symbols": ["Br", "S", "O", "N", "C", "C", "C", "C", "C", "C", "C", "C", "C", "C", "H", "H", "H", "H", "H", "H", "H", "H", "H", "H", "H", "H"], "xyz": [[0.648, -1.656, 3.404], [-1.628, 2.922, -2.908], [-5.145, 0.491, -0.548], [0.333, 1.646, -0.130], [-3.172, 1.509, -1.467], [1.317, 1.026, 0.344], [-3.013, 0.506, 0.672], [2.419, 1.862, 0.996], [-1.660, 0.804, 0.640], [1.833, -0.866, -1.189], [1.486, -0.523, 0.221], [-3.785, 0.826, -0.457], [-1.798, 1.875, -1.540], [-0.961, 1.433, -0.426], [2.037, -1.909, -1.323], [-5.465, -0.079, 0.201], [0.766, -1.164, 0.706], [3.256, 1.199, 1.266], [2.307, -0.857, 0.807], [2.693, -0.534, -1.678], [2.742, 2.569, 0.209], [2.171, 2.422, 1.960], [-1.079, 0.409, 1.489], [-3.925, 1.799, -2.299], [-3.561, 0.062, 1.490], [0.971, -0.707, -1.926]], "homo_lumo_gap_ev": [3.19, 2.53], "e_lumo_ev": [-4.2, -4.4], "e_tot_ev": -94975.061}


{"formula": "C4H18O9", "method": "ωB97M-V/def2-TZVPD", "symbols": ["O", "O", "O", "O", "O", "O", "O", "O", "O", "C", "C", "C", "C", "H", "H", "H", "H", "H", "H", "H", "H", "H", "H", "H", "H", "H", "H", "H", "H", "H", "H"], "xyz": [[1.167, 1.418, 2.725], [-1.709, -0.774, -1.962], [-3.486, 0.402, -1.229], [2.280, -3.326, 0.090], [2.289, 0.623, -2.881], [0.238, -2.393, 2.467], [2.239, -0.294, 0.574], [-0.342, 2.915, 0.390], [0.065, 1.530, -1.994], [-0.400, -1.381, 2.209], [-2.356, -0.323, -1.065], [-2.139, -0.405, 0.383], [-0.789, -1.128, 0.761], [-3.019, -0.939, 0.880], [-0.818, -0.741, 3.005], [1.709, -2.719, -0.350], [0.739, 0.980, -1.859], [-2.327, 0.547, 0.970], [0.862, 1.575, 1.941], [0.153, -0.424, 0.407], [2.509, -0.195, -3.297], [-3.799, 0.493, -2.146], [-0.772, 1.176, -2.319], [0.479, 2.083, 3.251], [-0.887, -2.134, 0.267], [2.586, 0.508, 0.206], [-1.273, 3.125, 0.087], [1.662, -3.551, 0.883], [2.692, -0.529, 1.430], [0.121, 2.512, -0.427], [2.326, 1.370, -3.395]], "smiles": "O=CCCC(=O)O.O.O.O.O.O.O", "homo_lumo_gap_ev": 10.08, "e_lumo_ev": 0.2, "e_tot_ev": -22865.700}


{"formula": "C6H39N2O12", "method": "ωB97M-V/def2-TZVPD", "symbols": ["O", "O", "O", "O", "O", "O", "O", "O", "O", "O", "O", "O", "N", "N", "C", "C", "C", "C", "C", "C", "H", "H", "H", "H", "H", "H", "H", "H", "H", "H", "H", "H", "H", "H", "H", "H", "H", "H", "H", "H", "H", "H", "H", "H", "H", "H", "H", "H", "H", "H", "H", "H", "H", "H", "H", "H", "H", "H", "H"], "xyz": [[-1.818, 2.720, 2.601], [0.120, 0.968, 3.208], [3.389, -1.786, 0.546], [-0.488, -3.621, -0.876], [-1.744, 3.582, 0.060], [-3.382, 0.114, 2.729], [3.710, 2.079, 0.494], [1.257, 3.770, -1.834], [-0.119, -3.955, 1.822], [-1.180, -1.513, 2.594], [4.196, 0.150, -1.174], [2.312, -4.147, 0.613], [-1.150, 0.688, -4.303], [1.711, 0.375, 0.843], [-2.349, 0.386, -1.688], [-0.310, 0.226, -3.253], [-0.107, -0.499, -0.874], [-3.353, -0.686, -1.381], [-0.924, 0.047, -2.059], [0.986, 0.506, -0.508], [-2.107, 4.307, -0.450], [-1.295, -3.240, -1.244], [-2.307, 1.081, -0.796], [-2.120, -1.293, 2.492], [-1.649, 3.377, 1.887], [-0.692, -3.718, 0.073], [1.239, 3.043, -2.454], [-0.726, 0.693, -5.223], [-3.052, -1.352, -0.569], [0.555, 1.503, -0.423], [-0.314, -4.545, 2.550], [-4.289, -0.312, -1.023], [4.163, -1.924, 1.096], [-0.578, 1.666, 3.063], [-0.229, 0.726, 4.083], [0.309, -1.458, -1.200], [2.483, 1.085, 0.851], [4.864, -0.101, -1.809], [1.287, 4.620, -2.271], [2.138, -0.536, 1.029], [1.585, -4.174, 1.264], [1.862, 0.425, -1.125], [4.011, 1.811, -0.412], [-4.059, 0.587, 3.224], [-1.985, 0.120, -4.353], [-0.982, 3.091, -0.238], [0.985, 0.411, 1.592], [2.852, -2.636, 0.628], [-0.701, -0.706, 0.052], [-2.733, 1.046, -2.476], [-0.460, -3.063, 2.019], [3.929, -0.602, -0.608], [-0.694, -0.749, 2.941], [2.036, -4.366, -0.280], [-3.593, -1.350, -2.249], [0.700, 0.023, -3.491], [-2.362, 3.226, 3.214], [-2.738, 0.849, 2.695], [3.912, 3.028, 0.383]], "total_charge": 1, "homo_lumo_gap_ev": 8.31, "e_lumo_ev": -2.3, "e_tot_ev": -34400.675}


{"formula": "C29H46BrN3P2SSr", "method": "ωB97M-V/def2-TZVPD", "symbols": ["Sr", "Br", "S", "P", "P", "N", "N", "N", "C", "C", "C", "C", "C", "C", "C", "C", "C", "C", "C", "C", "C", "C", "C", "C", "C", "C", "C", "C", "C", "C", "C", "C", "C", "C", "C", "C", "C", "H", "H", "H", "H", "H", "H", "H", "H", "H", "H", "H", "H", "H", "H", "H", "H", "H", "H", "H", "H", "H", "H", "H", "H", "H", "H", "H", "H", "H", "H", "H", "H", "H", "H", "H", "H", "H", "H", "H", "H", "H", "H", "H", "H", "H", "H"], "xyz": [[0.517, -2.656, -1.545], [-1.617, 0.687, 1.514], [2.213, -3.950, 0.346], [-2.811, -0.522, -0.026], [0.700, 3.269, 1.807], [-0.536, -4.227, 0.668], [0.407, -3.039, 2.231], [4.757, -3.123, -5.893], [4.102, -1.969, -5.978], [1.652, -0.137, -0.179], [-1.888, -1.735, -0.924], [1.402, -2.378, 3.076], [-3.396, 0.694, -1.216], [3.521, 3.164, 1.712], [3.212, -2.241, -3.737], [0.689, 2.624, 3.486], [3.282, -1.497, -4.939], [-4.413, 1.711, -0.688], [2.293, 4.028, 1.420], [0.693, -3.710, 1.092], [0.515, 1.844, 0.677], [0.804, 3.708, 4.561], [-0.681, 4.388, 1.546], [-2.658, -2.674, -1.876], [-0.913, -3.252, 2.605], [2.528, -1.706, -2.554], [1.373, 0.729, 0.864], [0.320, 1.247, -1.670], [-4.065, -1.269, 1.043], [3.885, -3.486, -3.688], [-1.493, -4.031, 1.669], [1.172, 0.126, -1.487], [-0.457, 5.513, 0.531], [0.033, 2.105, -0.636], [1.537, -0.729, -2.614], [-5.322, -1.829, 0.372], [4.668, -3.867, -4.792], [-1.376, -2.336, -0.132], [2.342, -0.981, -0.002], [2.757, -0.550, -5.054], [0.358, 6.182, 0.838], [2.255, 4.277, 0.347], [1.511, 1.897, 3.574], [1.062, -0.498, -3.579], [-0.232, 5.130, -0.472], [-3.397, -2.119, -2.470], [1.501, -2.910, 4.033], [-0.041, 4.409, 4.519], [-5.848, -1.085, -0.241], [4.425, 3.759, 1.542], [-1.183, -1.093, -1.529], [-3.174, -3.477, -1.325], [-5.368, 1.245, -0.418], [2.330, 4.989, 1.960], [-1.293, -2.846, 3.528], [-2.518, 1.226, -1.616], [3.569, 2.302, 1.036], [-2.466, -4.483, 1.604], [-4.620, 2.439, -1.484], [-4.349, -0.505, 1.784], [3.819, -4.136, -2.814], [-6.019, -2.145, 1.159], [-1.988, -3.163, -2.615], [-1.541, 3.767, 1.253], [1.091, -1.342, 3.262], [0.795, 3.235, 5.551], [5.233, -4.802, -4.778], [-0.073, 1.428, -2.674], [-1.376, 6.109, 0.455], [-0.246, 2.055, 3.604], [2.965, -2.044, -1.585], [-5.110, -2.714, -0.239], [-0.577, 2.999, -0.804], [4.217, -1.385, -6.895], [-3.816, 0.107, -2.051], [2.367, -2.384, 2.562], [-0.926, 4.809, 2.535], [1.737, 4.279, 4.471], [-0.580, -5.005, 0.000], [-3.568, -2.072, 1.612], [3.541, 2.801, 2.747], [1.816, 0.555, 1.850], [-4.030, 2.266, 0.175]], "total_charge": 2, "homo_lumo_gap_ev": [3.75, 3.76], "e_lumo_ev": [-6.0, -5.9], "e_tot_ev": -135565.231}


Question: What is the formula in the sixth record?
Answer: C6H39N2O12